Density functional theory data (ωB97M-V/def2-TZVPD) for one molecule with the formula C6H9FS at a distorted geometry.

Each line ends with the Mulliken charge.
Cartesian coordinates (Å):
F (-0.750, 2.083, -0.070)  -0.316
C (-0.127, 1.069, -0.731)  0.298
C (-1.039, -0.180, -0.861)  -0.524
C (-1.219, -0.412, 0.770)  -0.722
C (0.216, -0.225, 1.265)  -0.366
C (0.875, 0.086, -0.082)  -0.131
S (2.685, 0.349, -0.079)  -0.260
C (0.258, -1.051, -1.040)  -0.678
H (0.263, 1.423, -1.737)  0.340
H (-2.024, -0.267, -1.447)  0.389
H (-1.877, 0.416, 1.259)  0.273
H (-1.886, -1.308, 0.929)  0.328
H (0.229, 0.653, 2.079)  0.285
H (0.869, -1.112, 1.748)  0.250
H (2.686, 1.542, 0.725)  0.146
H (0.612, -1.043, -2.056)  0.352
H (0.228, -2.023, -0.672)  0.335

Computed properties:
**2S+1**: 1
**HOMO energy**: -9.1656 eV
**E_tot**: -19918.65631 eV
**Charge**: 0
**Structure (SMILES)**: F[C@@H]1[C@@H]2CC[C@@]1(S)C2
**Energy above the lowest of the compared OMol25 structures with the same formula, charge and spin**: 182.9 kJ/mol
**E_LUMO**: 0.8 eV

=====

Density functional theory data (ωB97M-V/def2-TZVPD) for a 2-piece molecular cluster, C6H9IN2 overall at a distorted geometry.

Each line ends with the Mulliken charge.
Cartesian coordinates (Å):
C (-1.082, -1.500, -0.192)  -0.208
C (0.178, -1.743, -0.368)  0.172
C (-0.576, 1.843, -0.522)  0.370
C (-0.004, 3.058, 0.013)  -0.836
C (2.461, -1.428, 0.570)  -1.006
C (1.452, -1.873, -0.494)  -0.320
N (-1.071, 0.786, -0.334)  0.463
N (-1.664, -0.316, -0.484)  -0.857
I (-4.731, 0.003, 0.084)  -0.318
H (-1.923, -2.024, 0.377)  0.245
H (0.508, 2.711, 0.943)  0.253
H (0.592, 3.765, -0.653)  0.285
H (-0.768, 3.538, 0.444)  0.328
H (2.833, -2.286, 1.194)  0.268
H (1.930, -0.783, 1.164)  0.340
H (3.264, -0.822, 0.161)  0.320
H (1.845, -2.434, -1.374)  0.297
H (-3.243, -0.497, -0.530)  0.205

Computed properties:
**2S+1**: 1
**HOMO energy**: -8.1860 eV
**E_tot**: -17442.95786 eV
**Charge**: 0
**Energy above the lowest of the compared OMol25 structures with the same formula, charge and spin**: 437.2 kJ/mol
**E_LUMO**: 0.0 eV

=====

Density functional theory data (ωB97M-V/def2-TZVPD) for one molecule with the formula C6H9IN2S at a distorted geometry.

Each line ends with the Löwdin spin population.
Cartesian coordinates (Å):
C (-0.854, -1.265, 0.961)  0.019
C (0.402, -1.552, 0.669)  0.017
C (-1.375, 0.122, 0.671)  0.002
C (-0.366, 1.066, -0.054)  0.013
C (1.025, 0.754, 0.325)  0.017
C (1.370, -0.658, -0.045)  0.104
N (0.967, -0.370, -2.340)  0.845
N (1.274, -1.127, -1.377)  0.877
S (-0.657, 2.860, 0.391)  0.003
I (-3.021, -0.308, -0.845)  0.007
H (-1.401, -1.875, 1.613)  0.001
H (0.896, -2.466, 1.020)  0.000
H (-1.886, 0.418, 1.494)  0.001
H (-0.330, 0.932, -1.207)  0.009
H (1.745, 1.553, -0.088)  0.002
H (1.088, 1.040, 1.453)  0.006
H (2.300, -0.984, 0.242)  0.014
H (0.817, -0.852, -3.197)  0.061
H (-1.995, 2.712, 0.316)  0.000

Computed properties:
**2S+1**: 3
**HOMO energy (alpha / beta)**: -7.1273 / -9.1635 eV
**E_tot**: -28278.87958 eV
**Charge**: 0
**Energy above the lowest of the compared OMol25 structures with the same formula, charge and spin**: 0.0 kJ/mol
**E_LUMO (alpha / beta)**: 0.1 / -1.5 eV

=====

Density functional theory data (ωB97M-V/def2-TZVPD) for C6H9LiO2Rh as an isolated structure at a distorted geometry.

Each line ends with the Löwdin spin population.
Cartesian coordinates (Å):
C (0.420, 2.126, 1.073)  0.234
H (0.163, 1.817, 0.058)  0.005
H (-0.384, 2.811, 1.330)  0.021
C (-0.482, -0.137, -2.355)  0.063
C (-1.369, -1.181, -2.124)  0.135
C (-1.022, -2.370, -1.495)  0.638
O (-0.893, -2.502, -0.156)  0.410
Li (-1.821, -3.983, 0.433)  0.015
H (0.548, -0.198, -1.994)  0.003
H (-0.810, 0.774, -2.855)  0.004
H (-2.420, -1.045, -2.409)  0.029
H (-0.825, -3.274, -2.085)  0.032
H (0.609, 1.568, 3.241)  0.004
O (0.601, -0.153, 2.053)  0.640
C (0.795, 1.185, 2.227)  0.217
C (1.865, 1.911, 1.462)  0.094
H (2.405, 2.727, 1.949)  0.021
H (2.451, 1.286, 0.783)  0.003
Rh (0.171, -1.362, 0.864)  2.433

Computed properties:
**2S+1**: 6
**HOMO energy (alpha / beta)**: -14.7698 / -16.9373 eV
**E_tot**: -13651.25372 eV
**Charge**: +2
**E_LUMO (alpha / beta)**: -7.3 / -11.7 eV

=====

Density functional theory data (ωB97M-V/def2-TZVPD) for C6H9LiO5Pm as an isolated structure at a distorted geometry.

Each line ends with the Löwdin spin population.
Cartesian coordinates (Å):
O (2.327, 0.787, -0.550)  -0.068
C (2.533, -0.053, 0.480)  -0.199
C (2.544, -1.446, -0.208)  -0.001
O (1.295, -1.623, -0.787)  -0.024
Pm (0.749, 0.224, -1.483)  4.006
H (2.449, -0.487, 1.502)  0.037
H (3.407, -1.599, -0.887)  -0.001
O (-2.136, -0.709, 0.371)  0.016
C (-1.462, -0.079, 1.408)  0.053
C (-0.471, 0.853, 1.162)  0.002
O (-0.525, 1.530, -0.125)  -0.004
C (-1.832, 1.459, -0.696)  0.000
C (-2.126, -0.026, -0.908)  0.002
O (-1.141, -0.567, -1.677)  -0.005
Li (-0.444, -2.188, -0.831)  -0.001
H (-2.096, 0.070, 2.285)  0.003
H (-0.071, 1.540, 1.906)  0.014
H (-1.778, 1.969, -1.665)  0.000
H (-2.554, 1.945, -0.027)  0.000
H (-3.134, -0.172, -1.332)  0.000
H (1.735, 0.746, 1.453)  0.168
H (2.732, -2.176, 0.608)  0.000

Computed properties:
**2S+1**: 5
**HOMO energy (alpha / beta)**: -10.4823 / -10.6956 eV
**E_tot**: -33352.07346 eV
**Charge**: +1
**E_LUMO (alpha / beta)**: -3.6 / -3.5 eV

=====

Density functional theory data (ωB97M-V/def2-TZVPD) for one molecule with the formula C6H9N at a distorted geometry.

Each line ends with the Mulliken charge.
Cartesian coordinates (Å):
C (-0.116, 2.590, 0.597)  -1.133
C (-0.226, 1.238, 0.547)  0.293
C (0.782, 0.367, -0.134)  -0.626
C (0.155, -0.994, -0.254)  0.756
C (0.850, -2.258, -0.663)  -1.160
C (-1.128, -0.855, 0.111)  -0.651
N (-1.359, 0.453, 0.572)  -0.073
H (-0.996, 3.204, 0.669)  0.274
H (0.864, 3.021, 0.777)  0.283
H (0.396, 1.259, -0.815)  0.245
H (1.857, 0.498, -0.015)  0.377
H (0.162, -3.111, -0.632)  0.315
H (1.683, -2.488, 0.014)  0.291
H (1.267, -2.191, -1.675)  0.283
H (-1.942, -1.577, 0.095)  0.358
H (-2.250, 0.842, 0.806)  0.169

Computed properties:
**2S+1**: 1
**HOMO energy**: -6.7762 eV
**E_tot**: -7855.19723 eV
**Charge**: 0
**Structure (SMILES)**: C=C1CC(C)=CN1
**Energy above the lowest of the compared OMol25 structures with the same formula, charge and spin**: 285.8 kJ/mol
**E_LUMO**: 1.0 eV

=====

Density functional theory data (ωB97M-V/def2-TZVPD) for C6H9N as an isolated structure at a distorted geometry.

Each line ends with the Mulliken charge.
Cartesian coordinates (Å):
C (1.645, 0.811, -0.129)  -0.283
C (1.063, -0.401, 0.534)  -0.292
C (-0.447, -0.431, 0.950)  -0.140
C (-1.046, -1.143, -0.270)  -0.527
C (-0.389, 0.001, -1.055)  -0.253
C (-0.908, 0.894, 0.409)  -1.133
N (1.026, -0.238, -0.919)  -0.494
H (2.718, 0.901, -0.255)  0.238
H (1.112, 1.756, -0.075)  0.235
H (1.728, -1.170, 0.912)  0.354
H (-0.622, -0.782, 1.970)  0.496
H (-0.701, -2.155, -0.494)  0.310
H (-2.140, -1.088, -0.265)  0.314
H (-0.716, 0.209, -2.088)  0.452
H (-0.554, 1.778, 0.969)  0.394
H (-1.769, 1.058, -0.196)  0.328

Computed properties:
**2S+1**: 1
**HOMO energy**: -8.8155 eV
**E_tot**: -7854.13983 eV
**Charge**: 0
**Energy above the lowest of the compared OMol25 structures with the same formula, charge and spin**: 387.8 kJ/mol
**E_LUMO**: 1.2 eV

=====

Density functional theory data (ωB97M-V/def2-TZVPD) for one molecule with the formula C6H9N at a distorted geometry.

Each line ends with the Mulliken charge.
Cartesian coordinates (Å):
C (2.978, 0.387, 0.030)  -0.928
C (1.867, -0.690, -0.075)  -0.071
C (0.668, -0.513, -0.547)  0.079
C (-0.565, -0.842, -0.834)  -0.480
N (-1.603, -0.711, 0.110)  -0.280
C (-2.696, 0.146, -0.293)  -0.463
C (-1.753, 0.566, 0.775)  -0.313
H (3.669, 0.293, -0.811)  0.244
H (3.596, 0.377, 0.941)  0.323
H (2.562, 1.413, -0.036)  0.297
H (1.501, -1.780, -0.391)  0.246
H (-0.830, -1.335, -1.762)  0.363
H (-3.682, -0.235, -0.052)  0.250
H (-2.602, 0.647, -1.258)  0.262
H (-1.040, 1.357, 0.532)  0.226
H (-2.046, 0.512, 1.819)  0.244

Computed properties:
**2S+1**: 1
**HOMO energy**: -7.7225 eV
**E_tot**: -7852.90598 eV
**Charge**: 0
**Structure (SMILES)**: CC=C=CN1CC1
**Energy above the lowest of the compared OMol25 structures with the same formula, charge and spin**: 506.9 kJ/mol
**E_LUMO**: 1.0 eV

=====

Density functional theory data (ωB97M-V/def2-TZVPD) for a 2-piece molecular cluster, C6H9N overall at a distorted geometry.

Each line ends with the Mulliken charge.
Cartesian coordinates (Å):
C (0.674, 0.862, -0.209)  0.407
C (1.086, 1.973, -0.734)  -0.736
C (-2.447, 0.222, -0.088)  -0.122
C (-0.123, 0.255, 0.788)  -0.824
C (0.626, -0.651, -0.151)  0.031
C (1.864, -1.478, 0.469)  -1.260
N (-3.316, -0.520, 0.309)  -0.410
H (1.747, 2.226, -1.558)  0.306
H (0.492, 2.822, -0.342)  0.207
H (-2.459, 0.947, -0.922)  0.269
H (-0.561, 0.369, 1.701)  0.510
H (0.051, -1.148, -0.852)  0.398
H (1.703, -2.541, 0.701)  0.368
H (2.359, -0.960, 1.291)  0.296
H (2.535, -1.778, -0.392)  0.314
H (-4.231, -0.599, -0.013)  0.246

Computed properties:
**2S+1**: 1
**HOMO energy (alpha / beta)**: -7.4495 / -7.6990 eV
**E_tot**: -7851.17523 eV
**Charge**: 0
**Energy above the lowest of the compared OMol25 structures with the same formula, charge and spin**: 673.9 kJ/mol
**E_LUMO (alpha / beta)**: 0.3 / 0.1 eV

=====

Density functional theory data (ωB97M-V/def2-TZVPD) for one molecule with the formula C6H9N.

Each line ends with the Mulliken charge.
Cartesian coordinates (Å):
C (-0.258, -1.225, 1.566)  -0.534
C (-0.775, -0.684, 0.270)  -0.075
N (-1.400, -0.488, 1.835)  -0.587
C (-1.099, 0.955, 0.269)  -0.503
C (0.039, 0.384, -0.411)  0.465
C (1.501, 0.593, -0.505)  -0.663
C (0.666, 0.341, -1.751)  -0.601
H (0.756, -0.842, 1.785)  0.204
H (-0.336, -2.323, 1.605)  0.329
H (-1.404, -1.306, -0.360)  0.484
H (-0.974, 1.575, 1.146)  0.191
H (-2.022, 1.107, -0.279)  0.285
H (2.150, -0.210, -0.161)  0.275
H (1.896, 1.593, -0.345)  0.233
H (0.503, 1.164, -2.443)  0.233
H (0.756, -0.635, -2.221)  0.265

Computed properties:
**2S+1**: 1
**HOMO energy**: -7.4949 eV
**E_tot**: -7851.94356 eV
**Charge**: 0
**Energy above the lowest of the compared OMol25 structures with the same formula, charge and spin**: 599.8 kJ/mol
**E_LUMO**: 0.9 eV

=====

Question: Which of these has the highest charge?
Answer: C6H9LiO2Rh